No. 1
# C46H66N11O6P

A molecular structure, C46H66N11O6P (ωB97M-V with the def2-TZVPD basis set, OMol25).

## Properties
Total charge: -2
LUMO energy (eV): 3.798
HOMO level (eV): -2.930
E (eV): -86723.729

```
130
Properties=species:S:1:pos:R:3:forces:R:3
C -0.3231 -0.7835 5.8645 3.666 -3.505 -1.867
O -1.2761 0.0595 5.6105 -3.726 4.904 -2.972
C -1.0001 1.1455 4.6805 4.202 -0.379 2.582
C -1.0761 0.9005 3.2345 -2.866 -3.916 -4.230
N -0.4781 1.8805 2.3345 4.105 2.567 6.652
H 0.5519 1.5505 2.3915 -0.851 1.549 -0.230
H -0.6291 1.8475 1.4255 -1.801 -2.126 -6.073
C -0.6521 3.3675 2.5645 -1.441 -0.028 -1.704
C 0.1849 4.2195 1.6015 4.506 -2.335 2.933
O 0.0279 5.5145 1.8615 -1.166 4.426 -2.192
C 0.6189 6.2875 0.7395 -0.448 0.910 0.117
H -0.8031 -1.4265 6.5155 -0.300 -1.964 1.623
H 0.5469 -0.3585 6.3375 0.680 0.447 0.290
H 0.0159 -1.4455 4.9675 -0.386 1.146 1.315
H 0.1579 1.5315 4.9615 -2.678 -0.962 -1.002
H -1.5831 1.9135 5.0205 -1.821 1.988 0.650
H -2.1511 0.6835 2.6025 2.403 0.343 2.803
H -0.4551 -0.0525 3.0215 -1.262 1.254 0.274
H -0.2571 3.5115 3.4965 0.323 0.913 2.708
H -1.7761 3.7065 2.4395 2.149 -1.013 0.470
H 0.1729 3.8755 0.6445 -1.163 -0.566 -3.270
H 1.3639 4.2045 1.7685 -1.814 -1.659 0.251
H 0.3589 7.3475 0.9515 0.607 -0.639 0.243
H 0.1139 6.1535 -0.2665 0.446 -0.759 1.204
H 1.7589 6.1525 0.6185 -1.721 -0.064 0.494
P -0.0731 -0.0835 -0.3605 2.569 -2.129 -0.477
O -0.6861 -1.1315 0.5405 -0.735 -1.385 -0.537
O -0.3301 -0.3905 -1.8895 1.171 0.958 4.467
O 1.3849 0.1045 0.0985 -1.474 -1.157 -1.676
O -0.7201 1.1425 0.0185 -3.217 4.937 -0.129
N -3.4281 -0.7195 0.9235 1.357 -0.622 0.214
C -4.2861 -1.8015 0.8615 -2.027 2.970 -1.147
C -5.5661 -1.2445 0.4785 5.270 3.231 1.187
C -5.3851 0.2915 0.3415 0.226 -2.377 1.770
C -3.9881 0.4945 0.7115 -4.236 -0.659 -1.496
H -2.4031 -0.8825 0.8275 -0.660 0.426 0.326
H -3.8571 -2.7905 1.0485 -0.584 0.366 -0.370
H -6.3211 -1.8695 0.2425 -2.809 -1.424 -0.611
H -6.3001 1.0415 0.2715 2.506 -1.632 -0.069
H -3.4791 1.4345 0.6235 0.542 -0.056 0.156
N 1.0389 -2.0765 -2.9605 -1.619 0.385 0.941
C 0.8089 -3.4465 -2.8485 5.377 1.223 -1.753
C 2.0459 -4.0435 -3.1725 1.836 0.591 -1.184
C 3.0559 -2.8265 -3.4655 -7.081 -5.458 2.199
C 2.3589 -1.7555 -3.2745 -3.461 2.950 1.210
H 0.2749 -1.3105 -2.5495 2.501 -2.349 -0.965
H -0.0691 -3.8565 -2.4965 -1.802 -0.662 0.428
H 2.3839 -5.1655 -3.3645 -1.114 2.579 0.722
H 3.9369 -2.9625 -3.7735 6.888 -0.897 -2.103
H 2.6119 -0.6915 -3.1885 0.024 -0.555 -0.525
N -2.3691 -0.6555 -3.0955 0.133 0.697 -0.224
C -2.4871 -1.3585 -4.3015 -2.002 -1.097 1.468
C -3.8591 -1.3375 -4.6045 -1.207 1.724 2.131
C -4.5181 -0.3915 -3.5195 0.694 -2.528 -3.016
C -3.5841 -0.0385 -2.6375 3.512 -3.508 -4.066
H -1.4351 -0.4805 -2.5325 -2.534 -0.572 -1.339
H -1.7151 -2.1365 -4.6755 -1.195 1.849 0.805
H -4.5151 -1.9785 -5.2435 1.117 0.826 0.254
H -5.5291 -0.0995 -3.5095 -1.076 0.132 -0.032
H -3.4641 0.4855 -1.7885 -0.306 1.918 2.605
N 0.5209 1.0565 -3.7425 -2.576 -4.320 -1.041
C 0.4659 0.4685 -5.1065 -1.833 -0.073 1.817
C 1.0499 1.3995 -5.9015 -0.364 3.299 10.781
C 1.5329 2.5625 -4.9595 -0.787 -1.786 -3.913
C 1.0659 2.2625 -3.7435 1.190 0.661 1.664
H 0.1209 0.4785 -2.8875 1.147 1.996 -1.860
H -0.2481 -0.5305 -5.4675 2.599 3.206 1.677
H 1.2119 1.2005 -6.7815 1.802 -1.178 -9.349
H 2.0799 3.4245 -5.2825 0.076 0.251 -0.011
H 1.2369 2.8125 -2.7805 -0.336 -0.646 -1.134
N 2.3199 0.8955 2.2385 0.525 1.374 1.772
C 2.1579 0.2035 3.4695 -0.372 -0.536 -3.921
C 2.6549 0.9815 4.4185 0.470 2.733 3.856
C 3.1019 2.2895 3.8105 -0.618 0.677 -1.101
C 2.8599 2.2035 2.3955 -0.220 -2.425 2.679
H 1.9679 0.5175 1.3565 -0.101 -0.033 -0.514
H 1.6549 -0.7965 3.3785 0.838 1.077 0.570
H 2.5089 0.7435 5.5705 0.751 0.692 -2.669
H 3.4069 3.3045 4.2915 -0.409 -2.375 -0.586
H 3.0049 2.8685 1.5055 0.024 -0.948 1.383
N 3.0339 -1.8625 0.5225 -0.396 2.004 0.789
C 2.7869 -3.1455 0.1135 1.063 1.357 -0.049
C 4.0109 -3.7665 0.3775 0.132 1.999 0.896
C 4.9129 -2.7125 0.9795 2.867 -4.666 0.911
C 4.2719 -1.5725 1.0685 -1.885 3.313 0.693
H 2.3849 -1.1055 0.5005 -0.952 -0.114 -0.612
H 1.7849 -3.2675 -0.4365 1.958 -0.540 0.963
H 4.2099 -4.7965 0.3285 0.420 -1.016 -0.321
H 5.9149 -2.8815 1.5245 -1.607 -0.040 -1.339
H 4.5359 -0.4755 1.5865 -0.865 -3.392 -1.779
N -1.4701 -3.5125 -0.3585 -0.196 5.977 1.276
C -0.9701 -4.6815 0.0395 0.762 -2.273 0.372
C -1.5721 -5.5425 -0.8265 -1.536 -0.117 -1.527
C -2.5441 -4.8565 -1.7315 7.006 0.488 8.777
C -2.4381 -3.6105 -1.3225 3.460 -2.128 1.637
H -1.1471 -2.4625 -0.1305 -0.547 -2.913 -0.032
H -0.2881 -5.0095 0.9425 -1.391 1.506 -2.161
H -1.4811 -6.5645 -0.7975 0.409 -2.333 0.032
H -2.9861 -5.1975 -2.4515 -5.198 -3.903 -7.494
H -3.0661 -2.8935 -1.4715 -3.062 4.893 -1.403
N -0.6741 -2.6165 2.5455 -1.514 1.128 -3.930
C -1.7761 -2.8575 3.3055 -0.521 0.285 0.964
C -1.3231 -3.5325 4.4205 1.736 -1.789 0.338
C 0.1479 -3.8675 4.2115 -3.271 1.225 -2.250
C 0.4089 -3.3315 2.8755 -0.713 -0.527 4.742
H -0.7721 -1.9655 1.5635 1.024 -1.547 2.441
H -2.8371 -2.5525 2.9815 2.126 -0.236 0.753
H -1.9131 -3.9425 5.2685 0.425 0.519 -0.780
H 0.6549 -4.5285 4.8985 0.439 0.121 -0.374
H 1.2929 -3.3275 2.2985 0.785 0.127 -0.502
N 3.3479 1.1415 -0.9525 0.484 -2.476 -0.920
C 4.4599 0.5425 -1.5065 -1.232 -4.346 -0.008
C 5.3489 1.4805 -1.6995 3.705 3.856 -1.644
C 4.7479 2.7455 -1.2505 2.920 1.502 -0.816
C 3.5029 2.4785 -0.8385 -0.531 -0.732 0.216
H 2.6079 0.5035 -0.6565 -0.652 0.957 -0.059
H 4.6169 -0.6615 -1.7435 -1.032 3.569 0.894
H 6.3139 1.4245 -2.3205 -1.523 -0.061 1.425
H 5.2499 3.7585 -1.1945 -0.698 -1.410 -0.372
H 2.6989 3.1215 -0.5345 -0.125 0.062 0.168
N -1.8751 3.0785 -1.2925 1.460 -4.476 -0.368
C -2.3801 4.2405 -0.7695 0.555 -3.083 1.878
C -2.9701 4.8855 -1.7275 0.403 2.086 -5.011
C -2.4551 4.1765 -3.0635 -4.018 4.008 0.949
C -2.0371 2.9885 -2.7155 2.129 -2.698 1.664
H -1.4821 2.1235 -0.8165 -0.688 2.703 -0.332
H -2.4271 4.4325 0.3005 0.133 -0.231 -0.212
H -3.5411 5.7995 -1.5575 0.336 -0.095 -0.615
H -2.6991 4.5725 -4.0345 -0.046 -0.182 -0.166
H -1.7451 2.0065 -3.3615 -0.576 2.770 1.967
```
Positions in Å, forces in eV/Å.

=====

No. 2
# C18H18BBaF4O

A molecular structure, C18H18BBaF4O (ωB97M-V with the def2-TZVPD basis set, OMol25).

## Properties
Total charge: -1
LUMO energy (eV): 2.201
HOMO level (eV): -4.051
E (eV): -33252.660

```
43
Properties=species:S:1:pos:R:3:forces:R:3
C 0.8600 1.1300 3.9992 0.273 0.158 -0.395
C 1.3820 2.1002 3.1032 -0.642 0.275 0.067
C 0.3146 2.5709 2.2928 -0.178 -1.107 0.127
H 2.3882 2.4980 3.0902 -0.071 -0.201 0.040
C -0.8489 1.8194 2.6290 0.358 0.249 0.538
C -0.5227 0.9731 3.7217 0.216 -0.314 -0.515
H -1.1955 0.3013 4.2519 0.036 0.186 -0.112
H 1.4409 0.6387 4.7766 -0.179 0.066 -0.103
H 0.3537 3.3411 1.5323 0.142 0.014 0.045
H -1.8488 1.9839 2.2441 0.048 -0.076 -0.083
C 2.7390 -1.1530 -1.6864 -0.550 -0.463 1.308
C 3.7143 -1.0999 -0.6478 0.620 -0.420 -0.580
C 3.6942 -2.3388 0.0440 -0.373 -0.301 0.355
H 4.4947 -0.3343 -0.5102 -0.692 -0.403 -0.047
C 2.6283 -3.1268 -0.4764 -0.506 0.663 -0.468
C 1.9950 -2.3756 -1.5261 1.115 0.539 0.177
H 1.2189 -2.7060 -2.2106 0.033 -0.064 0.261
H 2.5648 -0.3641 -2.4135 -0.071 -0.190 0.086
H 4.3476 -2.6529 0.8750 -0.325 0.361 -0.606
H 2.3492 -4.1467 -0.2020 0.181 0.333 0.041
Ba 1.4426 -0.8506 1.4929 -0.644 0.966 -0.992
O -1.2835 0.2495 -0.3906 0.128 3.043 -2.270
C -1.0720 1.6084 -1.1077 -0.229 -0.900 0.979
C -2.4303 1.1264 -0.9265 1.365 -1.164 3.024
H -0.7061 2.4476 -0.5005 -0.130 -0.721 0.137
H -0.6479 1.6104 -2.1125 0.035 -0.557 0.245
H -2.9294 1.4046 0.0225 -0.122 0.456 -1.045
H -5.0771 0.7834 -0.8864 0.209 -0.260 -0.167
C -4.5923 0.2811 -1.7280 0.571 1.340 -0.281
C -3.2139 0.4456 -1.9323 -0.777 -1.427 -0.244
C -2.5860 -0.2455 -2.9826 -0.043 1.562 0.204
H -1.5045 -0.1642 -3.0715 -0.206 -0.245 -0.046
C -3.3563 -0.8265 -3.9594 -0.321 -1.031 -0.058
H -2.8639 -1.2964 -4.8048 -0.117 0.021 0.012
C -4.7425 -0.9322 -3.8023 0.324 0.806 -0.030
H -5.3294 -1.4168 -4.5714 -0.074 -0.011 0.073
C -5.3504 -0.3157 -2.7072 -0.509 -1.214 -0.410
H -6.4282 -0.4001 -2.5876 0.138 0.069 -0.005
F 3.5255 0.6973 1.6662 0.415 -1.063 1.263
B 4.1682 -0.0973 2.7671 -0.092 0.516 -0.593
F 4.2374 0.6767 3.8970 0.093 -0.188 -0.180
F 3.3121 -1.2738 3.0497 0.372 0.629 0.069
F 5.3585 -0.5706 2.2886 0.181 0.066 0.179
```
Positions in Å, forces in eV/Å.

=====

No. 3
# C3H5N3

A single C3H5N3 molecule (ωB97M-V with the def2-TZVPD basis set, OMol25).

## Properties
Total charge: 0
LUMO energy (eV): 1.057
HOMO level (eV): -9.169
SMILES string: Nc1cc[nH]n1
E (eV): -7661.277

```
11
Properties=species:S:1:pos:R:3:forces:R:3
N 1.4539 1.3130 -0.4976 -0.158 0.286 -0.118
C 0.4415 0.4284 -0.0518 -0.090 -0.056 -0.077
C 0.0134 -0.6242 -0.8722 -2.052 -0.407 0.662
C -1.0247 -1.2678 -0.0808 0.864 0.700 -0.230
N -1.0503 -0.5435 1.0596 0.174 0.146 0.160
N -0.2015 0.4869 1.1104 0.379 0.016 0.061
H 1.1467 2.2623 -0.6776 -0.013 -0.215 0.254
H 2.2934 1.3089 0.0571 -0.034 0.029 0.219
H 0.2926 -0.5090 -1.9277 -0.298 -1.195 0.542
H -1.7508 -2.1112 0.0045 1.038 0.603 -1.204
H -1.6142 -0.7438 1.8761 0.189 0.093 -0.268
```
Positions in Å, forces in eV/Å.

=====

Result set for relative energy (zero: lowest compared OMol25 entry of this formula, charge and spin): 356.9, 0.0, 113.7 kJ/mol, one per record in the order listed.